ORCA calculation (ωB97M-V with the def2-TZVPD basis set) on a structure of composition C39H43N4O5S5Tc.

```
! wB97M-V def2-TZVPD RIJCOSX def2/J DEFGRID3
* xyz 1 4
Tc 1.26609 0.90962 1.51258
C -0.68941 1.50330 5.63850
O 0.69720 1.60429 5.97830
C 1.41327 0.48122 5.66888
C 1.80624 -0.39136 6.66255
C 2.58001 -1.51557 6.36847
C 2.95212 -1.75741 5.06816
C 2.56136 -0.88828 4.03374
C 2.99840 -1.20227 2.70289
N 2.64039 -0.58076 1.62930
N 3.15146 -1.04747 0.42570
C 2.47707 -0.55082 -0.55623
O 1.52861 0.35653 -0.38464
C 2.74762 -0.99813 -1.93408
C 3.57087 -2.10163 -2.16098
C 3.78758 -2.54192 -3.45525
C 3.18778 -1.88678 -4.52697
C 2.37007 -0.78902 -4.30163
C 2.14597 -0.34578 -3.00546
C 1.78964 0.24924 4.33764
O 1.43673 1.15696 3.42811
H -1.15251 2.43635 5.94874
H -1.15263 0.67182 6.17407
H -0.82169 1.36488 4.56318
H 1.50351 -0.17561 7.67918
H 2.88177 -2.18763 7.15881
H 3.55046 -2.62523 4.82115
H 3.67493 -2.04000 2.55856
H 4.01430 -2.61003 -1.31615
H 4.42410 -3.39880 -3.63206
H 3.36126 -2.23337 -5.53741
H 1.90027 -0.28064 -5.13377
H 1.47995 0.48685 -2.82322
C 2.72545 3.12927 -1.36459
C 3.52316 3.44606 -0.10293
S 3.08829 2.64305 1.48118
C 2.22779 3.92134 2.43510
C 0.90603 4.36044 1.83866
S -0.21345 2.95321 1.52878
C -0.95125 3.41527 -0.06838
C -0.16849 3.03863 -1.31115
S 1.24536 4.12560 -1.67647
H 2.46908 2.07614 -1.42406
H 3.38536 3.34296 -2.20685
H 3.53374 4.51733 0.10314
H 4.55775 3.13565 -0.25393
H 2.90595 4.76942 2.53374
H 2.10033 3.47021 3.41929
H 1.05684 4.86365 0.88511
H 0.40320 5.04103 2.52596
H -1.11961 4.49155 -0.00358
H -1.91170 2.90720 -0.07313
H -0.84146 3.13585 -2.16498
H 0.14371 1.99544 -1.28065
C -3.03065 2.63256 -4.27223
C -2.67291 1.41247 -3.46262
C -1.61419 0.60757 -3.87464
C -1.26611 -0.52574 -3.15417
C -1.97427 -0.87143 -2.01972
C -3.03199 -0.07520 -1.59706
N -3.78644 -0.41301 -0.45419
C -3.42574 -1.38356 0.48087
C -4.35772 -2.38652 0.76773
C -4.09551 -3.36992 1.69908
C -2.87547 -3.39924 2.36510
C -1.95148 -2.40924 2.10947
C -2.21096 -1.38121 1.19638
C -1.24709 -0.26982 1.08825
O -1.40050 0.72964 0.40353
O -0.16343 -0.38431 1.84542
C -3.38744 1.07750 -2.30717
C -4.52247 1.92392 -1.79813
H -2.38485 2.71491 -5.14475
H -2.92761 3.55497 -3.69508
H -4.06378 2.59108 -4.62132
H -1.06900 0.87000 -4.77393
H -0.44131 -1.14739 -3.47776
H -1.69927 -1.74838 -1.44614
H -4.78261 -0.37427 -0.60790
H -5.29606 -2.39112 0.22524
H -4.83912 -4.13274 1.89091
H -2.65234 -4.18398 3.07418
H -1.00237 -2.40790 2.62356
H -4.45322 2.04115 -0.71442
H -5.49559 1.46919 -2.00976
H -4.53130 2.91254 -2.25037
S 0.90452 -3.56326 0.31915
C 0.00449 -3.87064 -1.02627
N 0.36580 -3.62438 -2.29638
C -0.42867 -4.25216 -3.34257
C -1.83730 -4.36380 -2.76885
S -1.59362 -4.58234 -0.97825
H 1.31527 -3.31997 -2.46554
H -0.02669 -5.24189 -3.57867
H -0.41310 -3.64105 -4.24475
H -2.37290 -5.21821 -3.17420
H -2.41390 -3.45663 -2.94286
*
```

energy above the lowest of the compared OMol25 structures with the same formula, charge and spin	0.0	kcal/mol
<S²>	3.774
E_HOMO (alpha / beta)	-9.832 / -9.833	eV
M	906.13	g mol⁻¹

---

ORCA calculation (ωB97M-V with the def2-TZVPD basis set) on a structure of composition C3H3N at a distorted geometry.

```
! wB97M-V def2-TZVPD RIJCOSX def2/J DEFGRID3
* xyz 0 1
C -0.53777 0.13184 -0.19783
C 0.34922 1.08105 -0.10519
C 0.56750 -0.91419 -0.05420
N 1.44826 -0.00812 0.00166
H -2.92920 -0.45293 0.53504
H 0.34594 2.16175 -0.17462
H 0.75603 -1.99940 -0.00487
*
```

energy above the lowest of the compared OMol25 structures with the same formula, charge and spin	180.7	kcal/mol
E_HOMO (alpha / beta)	-9.156 / -9.062	eV
M	53.06	g mol⁻¹